(1)
The following is a quantum chemistry calculation of a 10-piece molecular cluster, H21O10 overall in a non-equilibrium geometry, from OMol25.

```
31
Properties=species:S:1:pos:R:3:forces:R:3
O 0.860 1.200 -0.297 -0.1 -1.7 1.3
H -1.238 -1.679 -0.177 -0.3 0.2 -0.3
H -2.192 -0.306 3.143 -0.4 -0.2 0.0
O 2.412 -1.033 2.468 0.2 0.6 0.3
H -1.261 4.153 0.501 0.2 0.2 -0.1
H 3.061 -0.347 2.264 0.1 -0.2 -0.2
O -2.535 0.515 2.777 0.1 0.3 0.2
H -0.281 0.874 -3.218 0.9 0.8 0.3
H -1.444 -2.241 -2.554 0.2 -0.7 -0.5
O 1.253 -1.393 -0.094 0.6 0.6 0.0
H 0.882 -1.484 0.790 -0.1 -0.6 0.0
H 1.315 0.373 0.052 0.9 0.0 -1.0
O -2.029 -1.979 0.287 0.6 0.0 0.1
H 2.650 -1.254 3.378 -0.2 -0.2 0.0
H 0.748 -1.846 -0.781 -0.3 -0.1 0.1
O -0.051 0.338 1.903 0.3 0.5 0.1
H 0.849 0.430 2.255 -0.1 -0.3 0.4
H -0.662 0.757 2.543 -0.1 -0.1 -0.6
O -0.656 3.932 1.219 -0.3 -0.4 -0.1
H 0.067 -2.270 -3.177 -0.6 -0.4 -0.3
H -1.206 3.353 1.759 0.1 0.1 0.2
O -0.536 -1.931 -2.513 0.3 0.8 1.1
H -1.619 -2.548 0.950 -0.5 -0.2 0.1
H 0.508 0.791 -1.149 -0.9 0.8 -0.4
O 1.729 0.293 -3.198 -0.6 -0.3 0.2
H 0.159 1.007 0.458 -0.2 1.0 -0.4
O -0.707 0.970 -2.353 -0.7 -0.7 -0.8
H -1.318 0.238 -2.534 -0.3 0.1 1.0
H 1.987 0.115 -4.104 0.6 0.2 0.0
H -3.173 0.261 2.101 0.1 -0.1 0.0
H 2.431 0.714 -2.698 0.4 0.0 -0.5
```
Positions in Å, forces in eV/Å.

Results
HOMO level: -14.2 eV
orbital gap: 11.19 eV
net charge: +1
strongest force on any atom: 2.12 eV/Å
DFT total energy: -20809.412 eV


(2)
The following is a quantum chemistry calculation of a 10-piece molecular cluster, H21O10 overall in a non-equilibrium geometry, from OMol25.

```
31
Properties=species:S:1:pos:R:3:forces:R:3
O -1.113 0.052 2.603 -0.4 0.3 -0.6
H -0.540 0.545 1.991 -0.3 0.1 0.5
H -2.009 0.446 2.575 0.7 0.1 0.4
O -0.295 0.776 -2.585 -0.4 0.6 1.8
H 0.394 0.076 -2.436 0.7 0.6 -1.6
H -0.291 1.347 -3.367 0.5 -0.8 -0.2
O -1.758 -1.740 0.775 0.4 2.2 -0.8
H -1.847 -1.140 -0.238 -0.4 -1.8 0.6
H -1.660 -0.998 1.467 -0.1 -1.4 -0.4
O -2.309 2.295 0.179 -0.1 -0.2 0.0
H -1.370 2.535 0.195 0.4 0.5 -0.4
H -2.788 3.029 0.606 -0.2 0.0 0.1
O 0.271 2.571 -0.478 -0.2 -0.1 0.6
H 1.170 2.481 -0.064 0.5 -0.1 0.4
H 0.249 1.884 -1.192 -0.3 -0.4 -0.9
O 1.685 -0.937 -2.726 1.5 -0.3 -0.3
H 1.892 -1.317 -3.599 -0.8 -0.1 0.0
H 2.607 -0.737 -2.475 -0.5 0.2 0.5
O -2.125 -0.729 -1.493 1.6 2.8 0.5
H -2.398 0.148 -1.114 -0.8 -0.8 -0.6
H -1.338 -0.276 -2.022 -1.6 -1.3 0.5
O 2.376 1.347 0.772 0.1 0.4 -0.1
H 3.237 1.782 0.761 0.2 0.2 -0.3
H 2.433 0.885 1.615 -0.4 -0.3 0.2
O 1.321 -1.804 2.747 -0.6 0.3 0.0
H 0.433 -1.491 3.009 0.6 -0.2 0.0
O 0.638 -1.932 0.159 2.7 -1.2 0.6
H 1.087 -2.380 -0.577 -0.8 0.3 -0.6
H -0.780 -1.995 0.632 -0.4 -0.5 0.0
H 1.550 -2.464 3.409 0.1 -0.1 0.1
H 1.281 -2.260 0.873 -1.5 1.0 -0.1
```
Positions in Å, forces in eV/Å.

Results
⟨S²⟩: 0.76
HOMO level (spin up / spin down): -18.1 / -18.1 eV
orbital gap (spin up / spin down): 11.41 / 3.71 eV
2S+1: 2
net charge: +2
strongest force on any atom: 3.22 eV/Å
DFT total energy: -20796.076 eV


(3)
The following is a quantum chemistry calculation of a 11-piece molecular cluster, H21O11 overall in a non-equilibrium geometry, from OMol25.

```
32
Properties=species:S:1:pos:R:3:forces:R:3
O 0.031 0.051 0.408 -2.9 0.4 -4.0
H -0.431 0.096 -0.569 2.0 0.0 3.4
O 0.954 -1.065 2.786 -2.6 2.7 2.5
H 1.537 -1.757 2.737 2.0 -2.2 -1.5
H 0.712 -0.542 2.023 0.1 -1.1 -0.5
O 2.333 0.912 1.403 -0.6 0.4 -0.3
H 2.213 0.516 2.262 0.7 -0.1 1.0
H 1.430 0.670 1.093 0.8 0.3 -1.2
O 0.450 0.817 -3.562 -0.3 -0.9 -4.1
H 0.751 1.059 -2.734 1.5 1.1 2.6
H 1.150 0.930 -4.260 -1.0 -0.1 1.6
O 1.696 -1.741 -0.456 -1.5 3.3 0.1
H 0.893 -1.080 -0.017 3.2 -1.2 -1.5
H 1.228 -2.524 -0.225 0.6 -0.7 0.3
O -2.320 0.639 -3.338 -3.4 -1.8 1.0
H -2.608 -0.250 -2.975 0.3 1.7 -0.7
H -1.403 0.555 -3.354 3.0 0.1 -0.4
O 0.214 -3.301 0.669 7.8 -7.8 0.8
H -0.481 -2.842 0.552 -8.3 5.2 -0.6
H 0.250 -3.739 -0.206 0.0 -0.4 0.9
O 0.162 2.502 2.486 0.2 0.0 -0.2
H 0.888 2.254 1.908 0.9 0.3 0.3
H -0.546 2.121 1.961 -0.9 0.4 0.4
O -1.738 -1.943 0.309 -2.0 0.0 -1.0
H -1.086 -1.243 0.275 0.9 1.2 1.0
H -2.187 -1.763 -0.525 -0.4 -0.4 0.1
O -2.156 1.304 1.437 0.9 -0.5 1.5
H -1.353 0.846 1.081 -0.7 -0.2 -0.3
H -2.732 1.588 0.761 -0.6 0.4 -1.4
O 0.491 2.574 -0.811 2.6 3.4 -1.8
H 0.184 1.787 -0.487 -1.1 -3.3 1.8
H 1.466 2.556 -0.642 -1.3 0.0 0.0
```
Positions in Å, forces in eV/Å.

Results
HOMO level: -6.3 eV
orbital gap: 8.98 eV
net charge: -1
strongest force on any atom: 11.07 eV/Å
DFT total energy: -22863.071 eV


(4)
The following is a quantum chemistry calculation of H21O11Zr as an isolated structure in a non-equilibrium geometry, from OMol25.

```
33
Properties=species:S:1:pos:R:3:forces:R:3
Zr 0.398 1.433 -1.785 -0.2 -5.3 5.1
O -0.188 -0.041 -0.588 1.2 2.6 -2.3
H -0.285 -0.493 0.290 0.0 0.5 -0.4
O -1.301 2.024 0.696 1.8 2.5 -1.4
H -1.639 1.260 1.141 -1.4 -1.6 1.0
H -1.229 2.753 1.338 -0.4 -0.4 -0.3
O -1.838 -2.465 -0.546 -0.5 -0.1 0.1
H -1.182 -1.786 -0.544 0.4 0.3 0.0
H -1.657 -2.933 -1.357 -0.2 -0.7 -0.3
O 1.722 2.008 -0.048 -1.3 -0.9 -1.3
H 1.545 1.473 0.762 -0.3 -0.8 0.4
H 2.185 2.731 0.322 1.1 2.0 0.1
O 1.414 0.327 2.034 0.0 1.0 0.7
H 0.924 0.755 2.746 -1.0 0.1 0.0
H 2.201 0.164 2.562 1.0 -0.4 -0.1
O -0.132 -0.026 -3.382 0.4 -0.6 0.0
H 0.029 -0.007 -4.345 -0.2 0.1 0.0
H 0.038 -0.964 -3.110 -0.1 0.7 -0.2
O 2.134 -0.037 -1.923 -0.7 1.2 -0.6
H 3.049 0.228 -2.020 0.8 0.2 -0.4
H 2.148 -0.671 -1.173 -0.1 -0.9 0.9
O 2.109 -1.595 0.348 0.1 0.2 -1.1
H 2.891 -1.885 0.820 0.5 -0.6 -0.1
H 1.792 -0.867 0.877 -0.4 0.1 0.5
O -2.644 0.085 2.018 0.3 0.8 -1.1
H -2.064 -0.667 2.126 0.2 -1.0 0.3
H -2.572 0.559 2.837 -0.4 0.3 1.0
O -0.831 -1.991 2.202 0.5 -0.8 0.0
H -0.036 -2.207 2.707 0.1 0.4 0.2
H -1.205 -2.891 2.141 -0.4 0.4 -0.4
O -1.550 1.871 -2.377 0.1 -1.3 -0.7
H -1.995 2.678 -2.212 -1.4 1.9 0.4
H -2.229 1.176 -2.556 0.2 0.3 0.0
```
Positions in Å, forces in eV/Å.

Results
HOMO level: -19.9 eV
orbital gap: 6.46 eV
net charge: +3
strongest force on any atom: 7.41 eV/Å
DFT total energy: -24116.923 eV


(5)
The following is a quantum chemistry calculation of H22HeO11 as an isolated structure in a non-equilibrium geometry, from OMol25.

```
34
Properties=species:S:1:pos:R:3:forces:R:3
He 0.022 -0.241 -0.242 0.0 0.0 0.0
O 2.453 0.031 -1.580 -0.2 1.1 -0.2
H 2.618 -0.862 -1.277 0.2 -0.9 0.4
H 3.325 0.408 -1.702 0.2 0.2 -0.3
O 0.399 -1.709 -2.620 0.0 -0.2 -0.3
H 0.116 -2.312 -1.932 -0.3 -0.2 0.1
H 1.020 -1.125 -2.186 0.0 0.3 -0.2
O 0.325 0.854 2.010 -0.1 -0.2 0.5
H 0.210 1.509 1.321 0.2 0.4 -0.9
H 0.317 1.358 2.824 0.1 0.3 0.3
O -2.524 -1.996 1.560 -0.2 -0.3 -0.2
H -2.312 -1.504 2.353 0.4 0.3 0.6
H -3.480 -2.043 1.555 -0.4 -0.2 0.2
O 2.199 -1.087 2.196 0.5 -0.7 0.0
H 1.499 -0.459 2.020 -0.5 0.6 -0.2
H 2.848 -0.590 2.694 0.2 0.1 0.1
O -1.206 -0.637 3.789 -0.4 -0.1 0.3
H -0.564 -0.333 3.147 0.1 0.1 -0.5
H -0.735 -1.290 4.308 0.0 -0.3 0.2
O 3.065 -2.189 -0.212 0.1 -0.4 -0.9
H 3.962 -1.900 -0.384 0.4 -0.2 0.1
H 2.755 -1.611 0.484 -0.2 0.1 1.1
O -2.956 1.706 -1.846 0.1 0.1 0.3
H -3.432 1.510 -2.654 -0.1 -0.3 -0.3
H -3.246 2.586 -1.604 -0.3 0.2 0.3
O 1.267 2.420 -0.405 0.0 0.4 1.1
H 0.596 2.539 -1.076 -0.3 0.0 -0.7
H 1.669 1.577 -0.613 0.2 -0.5 -0.3
O -0.544 2.584 -2.663 0.9 0.4 0.0
H -0.551 3.538 -2.740 0.1 0.3 -0.2
H -1.388 2.368 -2.266 -0.6 -0.6 0.1
O -2.622 -1.293 -1.041 -0.2 0.0 -0.8
H -2.747 -1.430 -0.102 0.4 -0.1 0.4
H -2.356 -0.377 -1.117 0.1 0.2 -0.1
```
Positions in Å, forces in eV/Å.

Results
HOMO level: -10.1 eV
orbital gap: 10.16 eV
strongest force on any atom: 1.19 eV/Å
DFT total energy: -22959.180 eV


(6)
The following is a quantum chemistry calculation of H22HeO11 as an isolated structure in a non-equilibrium geometry, from OMol25.

```
34
Properties=species:S:1:pos:R:3:forces:R:3
He -5.057 7.090 -24.183 0.0 0.1 0.1
O -4.041 6.207 -28.341 0.2 0.3 -0.7
H -4.315 5.472 -28.890 0.0 -0.1 -0.2
H -4.211 5.915 -27.446 0.0 0.1 0.5
O -2.174 5.948 -22.266 0.2 0.1 -0.2
H -1.848 5.488 -21.492 0.1 0.1 0.3
H -2.918 5.422 -22.561 -0.4 -0.2 -0.2
O -5.819 9.574 -25.708 -0.6 0.1 0.2
H -5.898 9.298 -26.621 -0.2 -0.1 -0.1
H -4.878 9.686 -25.571 0.9 0.1 0.2
O -2.401 8.759 -22.625 -0.2 0.7 -0.4
H -2.501 7.812 -22.725 0.0 -0.6 0.3
H -1.471 8.883 -22.436 0.2 0.0 0.1
O -6.914 9.826 -22.986 -0.2 0.0 0.4
H -6.224 10.270 -22.494 0.2 0.1 0.2
H -6.582 9.786 -23.883 0.1 -0.1 -0.9
O -7.632 5.624 -25.681 -0.3 0.1 0.1
H -6.730 5.330 -25.556 0.4 0.1 0.0
H -7.969 5.073 -26.387 -0.1 -0.1 -0.2
O -5.614 7.054 -20.045 0.7 -0.2 0.3
H -6.269 7.219 -20.722 -0.7 0.1 -0.5
H -6.094 7.133 -19.221 -0.1 0.0 0.2
O -4.487 5.221 -25.903 -0.2 -0.1 0.0
H -4.408 5.313 -24.954 0.0 0.0 0.4
H -4.570 4.278 -26.047 0.0 -0.3 0.0
O -3.017 9.814 -25.201 -0.3 0.3 -0.6
H -2.765 9.364 -24.395 0.1 -0.2 1.0
H -2.501 9.389 -25.885 0.1 0.0 -0.3
O -7.765 7.442 -21.983 0.0 -1.0 0.6
H -8.554 7.808 -21.582 -0.2 0.1 0.0
H -7.378 8.174 -22.463 0.2 0.8 -0.4
O -4.488 4.093 -23.266 0.3 0.3 -0.1
H -3.955 3.302 -23.345 0.2 -0.3 -0.1
H -4.794 4.086 -22.359 -0.4 0.1 0.3
```
Positions in Å, forces in eV/Å.

Results
HOMO level: -10.8 eV
orbital gap: 10.62 eV
strongest force on any atom: 1.13 eV/Å
DFT total energy: -22959.372 eV


(7)
The following is a quantum chemistry calculation of a 10-piece molecular cluster, H22NO9 overall in a non-equilibrium geometry, from OMol25.

```
32
Properties=species:S:1:pos:R:3:forces:R:3
N 0.228 0.229 0.145 2.7 -2.3 -4.7
H 0.940 0.670 -0.515 -1.6 -0.5 1.0
H 0.625 -0.601 0.503 0.9 -1.3 1.2
H -0.634 -0.091 -0.232 -0.8 -0.6 -2.3
H -0.177 0.777 0.758 -1.1 4.5 4.9
O 3.616 -0.181 -0.728 -0.6 1.2 2.0
H 4.246 -0.411 -1.366 1.3 -1.1 -1.8
H 4.170 0.397 -0.162 -0.7 -0.4 -0.1
O 0.256 -2.853 -1.262 -0.2 -1.3 1.8
H 0.540 -3.712 -0.801 -0.5 1.8 -1.1
H -0.627 -2.704 -0.817 0.9 -0.6 -0.6
O -1.429 0.654 -2.623 2.3 -0.6 -1.8
H -1.181 0.035 -3.438 -0.6 2.1 2.6
H -0.674 1.329 -2.537 -1.8 -1.5 -0.6
O 0.811 -2.029 2.541 -5.1 2.4 0.7
H 1.596 -2.365 2.354 5.4 -3.2 -1.6
H 1.099 -1.225 2.950 -0.3 1.1 0.8
O -0.848 3.082 -0.046 2.0 1.7 2.2
H -0.379 3.707 0.666 -1.6 -2.0 -2.3
H -1.689 2.864 0.359 -0.3 0.2 0.1
O 2.907 2.255 -1.832 -4.1 9.0 0.5
H 3.279 1.497 -1.864 3.3 -8.3 -0.3
H 1.944 2.234 -1.865 0.5 -0.3 -0.2
O 0.066 1.547 3.192 0.8 1.0 2.6
H -0.731 1.026 3.454 1.0 0.8 0.3
H 0.475 2.032 4.055 -1.8 -2.0 -3.0
O -2.348 -2.920 -0.317 0.0 -2.0 -2.6
H -2.654 -2.846 -1.261 0.3 -1.0 1.0
H -2.458 -2.028 -0.141 -0.7 3.1 1.7
O -3.271 -0.334 0.326 -2.5 2.2 -1.0
H -3.627 0.270 -0.432 1.2 -1.6 1.7
H -4.072 -0.306 0.935 1.6 -0.4 -0.8
```
Positions in Å, forces in eV/Å.

Results
HOMO level: -13.9 eV
orbital gap: 10.69 eV
net charge: +1
strongest force on any atom: 9.86 eV/Å
DFT total energy: -20266.652 eV


(8)
The following is a quantum chemistry calculation of a 11-piece molecular cluster, H22O11 overall in a non-equilibrium geometry, from OMol25.

```
33
Properties=species:S:1:pos:R:3:forces:R:3
O -0.682 0.956 -0.260 0.6 -1.2 3.8
H -0.616 0.681 -1.136 -0.2 -0.2 -2.3
H -0.424 0.113 0.222 -0.5 1.5 -0.2
O -1.672 -2.528 -0.033 0.3 -2.2 -6.0
H -0.816 -2.331 -0.522 -1.3 -0.5 0.7
H -1.526 -2.099 0.721 0.8 2.3 4.9
O -1.207 0.606 -2.658 -3.1 -1.8 -2.6
H -1.785 -0.292 -2.805 1.7 3.6 0.4
H -1.552 1.356 -3.253 0.5 -1.9 1.2
O -0.668 -1.024 1.997 2.9 -0.5 -0.7
H -0.229 -0.612 2.730 1.3 0.7 0.9
H -1.458 -0.663 2.112 -6.0 2.5 0.2
O -3.539 2.928 0.254 -3.6 3.9 -0.6
H -3.173 2.944 1.083 1.5 0.0 3.0
H -3.201 2.250 -0.203 2.2 -3.9 -2.4
O 0.937 -2.658 2.233 4.5 -0.4 -3.3
H 0.387 -2.907 2.884 -2.9 -1.5 3.5
H 0.681 -1.772 2.029 0.7 -0.3 -0.4
O 1.969 0.282 2.904 -0.1 2.9 2.9
H 2.269 1.223 3.218 -1.0 -2.8 -0.9
H 2.024 0.311 1.923 0.5 0.0 0.7
O 1.289 -0.068 -3.128 0.7 2.2 3.7
H 0.380 0.185 -2.894 0.0 0.9 0.1
H 1.074 -0.584 -3.820 -0.4 -3.1 -4.3
O 2.540 0.116 0.669 4.5 -3.6 -2.3
H 3.136 -0.788 0.454 -2.3 3.7 1.2
H 1.802 -0.093 0.147 -1.8 -0.3 -1.6
O 0.310 3.564 -0.091 -1.7 -2.6 2.2
H 0.599 3.902 -0.906 0.3 0.1 -1.7
H -0.133 2.617 -0.137 1.5 2.6 -0.4
O 0.948 -1.731 -0.956 0.5 -1.4 -0.5
H 0.984 -1.200 -1.825 0.9 -1.6 1.1
H 1.353 -2.684 -0.953 -1.0 3.0 -0.6
```
Positions in Å, forces in eV/Å.

Results
HOMO level: -10.3 eV
orbital gap: 9.71 eV
SMILES: O.O.O.O.O.O.O.O.O.O.O
strongest force on any atom: 6.50 eV/Å
DFT total energy: -22876.236 eV